[1]
Formula: C34H84ClN5O6
Source: OMol25
Level of theory: ωB97M-V/def2-TZVPD

- frontier orbital gap (eV) = 0.73
- DFT total energy (eV) = -68807.727
- E_HOMO (eV) = -12.2
- net charge = +4

Atoms and positions in Å:
H 6.51136 5.84398 -1.45484
H -5.10116 -9.46193 4.04126
H -7.87060 -5.76435 1.69208
H 2.79967 -4.44747 8.45793
H -5.97328 1.06974 0.76753
H -6.43219 -9.05855 2.02380
C -3.85204 -5.26974 1.44572
N 0.49100 1.98403 -5.03419
H 3.82651 5.68324 -6.08313
H -3.12475 -4.51793 1.12418
H 1.35901 -6.59905 7.88825
H -0.94538 4.20558 -5.52605
H 7.12663 5.99490 -3.00581
H -8.24045 4.12195 -4.15591
H 4.89464 -4.09577 8.48987
C 2.85481 -1.03504 4.32072
H -5.07924 3.18551 -5.13773
H -9.03423 -7.97943 2.88244
H 4.93746 1.93147 -4.95818
H 4.54635 0.06551 -4.64367
H 5.24679 6.58469 -6.84532
C -4.26442 -6.38746 1.65501
C -7.65004 4.85190 -4.81551
H -6.57599 3.20151 -2.39670
C 3.12920 -0.00104 5.18335
C -5.19493 1.90059 0.94026
H 2.13850 -6.54970 6.26649
N -4.60060 4.06951 -2.67283
C 3.78070 -3.87787 5.51996
H 3.26358 5.63887 1.41178
H -4.75435 4.87460 -3.26797
H 2.19363 0.16289 5.68527
H -4.03834 -8.03738 4.28038
C 7.73670 4.20325 -1.95805
C 3.66735 -6.85860 7.71494
H 5.75776 -6.97933 3.81013
H 0.86056 6.55736 -5.23600
H 2.71103 -0.54265 -5.30246
C 2.51604 -4.78976 7.47485
C -6.53497 -6.27600 3.58080
O 8.05550 5.72451 -0.23821
H 3.22414 -1.43335 3.40373
H -5.33370 2.01508 -2.83745
H 9.60539 5.30640 -1.59152
H -3.90457 -8.24431 2.31798
H -0.42325 2.11089 -4.47875
H 5.66106 -3.32028 7.09606
C 4.77402 5.56647 -3.66288
H -10.37033 1.17825 7.76707
H -4.22060 1.52694 1.41670
H -5.76674 -5.52739 3.40697
O -4.76324 2.34616 -0.36721
H -3.61383 3.81847 -2.72593
H 1.91709 -4.14142 7.01027
C -8.17711 -7.75559 2.34236
H 4.07781 7.29098 -5.68992
H 8.13665 3.66868 -2.83339
H -7.21733 -9.16583 3.63059
N 6.74533 5.30298 -2.32294
H 1.03927 2.40690 -7.01617
C 4.71848 -3.49432 7.63546
H -2.94410 3.14782 -0.82939
H -0.73367 2.18141 -6.74835
H -6.63540 -6.40675 4.62646
C 4.63932 6.37522 -5.95377
H 3.92634 -7.00084 8.74930
H -3.70780 3.85218 0.57639
C -5.05952 -8.36300 4.20098
Cl -1.63249 2.99454 -3.32343
H 4.10029 0.31766 5.58617
H -6.72515 2.67639 -4.93631
C 2.25005 0.39974 -5.63008
H 4.74162 0.74471 -6.26751
O 1.06784 4.49205 -5.20807
H 1.21932 2.54518 -4.60571
H 4.64529 -6.22860 5.82977
C 0.03855 4.11262 -6.09843
H 5.68611 -5.85694 7.24433
H 5.07377 4.12686 -2.11109
H 3.81115 -7.80981 7.21207
C -7.82028 -6.21679 2.68280
O -6.30319 4.69699 -4.58373
H -5.69485 4.49274 -1.05251
C -4.79005 -7.66347 1.85147
H -5.18885 -8.18215 1.06104
H 4.10015 -2.64846 7.78754
C -4.62749 4.49075 -1.22207
H -0.48789 5.80804 -4.31351
C 8.51908 6.04163 1.10559
O 5.44315 5.92664 -4.84666
H 7.15315 3.45635 -1.50373
H 4.34096 -3.02256 5.27635
O 3.04607 1.45579 -5.14011
C -5.98903 3.36108 -4.50434
H -4.19991 -4.00167 8.11463
H -7.79775 -10.37403 -3.02345
C 4.42765 1.00133 -5.22962
H 4.50114 6.42549 -3.02671
H 3.80650 5.14804 -3.85889
H -4.19455 5.51883 -1.14406
H 1.21054 5.88183 -3.67057
H -5.71223 2.70202 1.46704
C 0.18909 2.63334 -6.35971
N 3.95623 -4.46751 6.70779
H 1.80829 -1.30279 4.22556
H -5.45634 -8.19043 5.19882
C -5.71916 3.05651 -3.06388
C 5.59114 4.65016 -2.89605
H 0.13582 -0.03401 -5.59963
C 0.61102 5.70385 -4.53629
H -8.63165 -5.79012 3.22905
H 8.33617 5.15980 1.66747
H 2.27401 0.35190 -6.75824
H -8.48289 -7.82750 1.34236
H 2.97220 -4.30427 5.03618
H 7.99384 6.86316 1.55918
H -0.11700 4.67768 -7.01195
C 4.67820 -5.91384 6.83877
H 9.31589 3.98396 -0.54937
N -5.83908 -7.61320 3.13540
H 9.55472 6.41452 1.15602
H 0.90451 0.22290 -4.01599
C 2.25680 -6.26739 7.34864
H 6.05400 3.83515 -3.56560
H -7.91230 4.68606 -5.85665
C -6.98352 -8.55812 2.81134
H -8.02472 5.82240 -4.53806
C 0.86668 0.57519 -5.07865
C 8.82124 4.80204 -0.99763
C -3.90337 3.44953 -0.39427

Cartesian forces (eV/Å) of the 2 atoms listed first:
H 0.53 -0.55 -0.57
H 0.10 0.86 -0.31

[2]
Formula: C34H84Mn2O18
Source: OMol25
Level of theory: ωB97M-V/def2-TZVPD

- 2S+1 = 11
- frontier orbital gap (alpha / beta) (eV) = 3.30 / 3.18
- DFT total energy (eV) = -136101.438
- E_HOMO (alpha / beta) (eV) = -3.9 / -3.8

Atoms and positions in Å:
H 3.62921 5.11953 6.25758
C -1.64938 -3.84620 -4.57653
H -1.81471 1.55615 1.01675
O -0.55647 -4.37708 0.19999
H 5.13859 0.75609 4.94236
H 2.06617 4.83995 -1.80499
C 0.19998 5.27526 -0.18160
H 5.04328 3.20017 5.88197
O 0.42450 -0.34070 -1.96889
H -3.53274 -2.46798 1.27918
H -5.73926 -3.60642 2.01655
H 4.18456 -1.44571 0.58723
C 4.99795 -1.26394 -0.11525
H 6.19783 4.49533 0.10973
C -0.13689 -3.97041 -2.69805
H 4.09166 0.39185 -1.25946
O 0.96159 -1.30941 -4.69553
C -3.13966 3.57092 5.19607
H 3.98818 3.16096 -0.93140
H -0.31660 -7.01741 0.11474
H -2.91533 -2.66918 2.95398
O 1.48146 4.96355 0.15631
C -2.64954 -2.95580 -5.23012
O 5.70067 -2.49277 -0.30940
C -3.32883 0.04027 -2.50797
H 0.17841 2.83661 3.75087
C -3.23123 -2.19319 -1.73820
H -2.22728 6.11731 5.31704
O -1.54510 0.90221 -3.92487
H -2.19546 -4.91955 1.29924
C 1.75970 -1.88845 -5.69566
O -2.39966 4.22221 6.21699
Mn 2.20979 -0.28088 -3.16441
H -2.97965 -9.34013 -0.12950
C 0.50361 -0.38568 -0.59083
H -1.06761 -6.84476 1.75830
H 6.67312 5.57313 -1.08899
C 2.16385 4.29810 -0.86428
H -1.39323 2.87682 -4.63666
H 0.20234 5.76165 -1.15706
H 1.15464 4.15629 3.13576
C -1.64527 5.35496 5.83493
H -0.24657 1.63006 -5.29099
O 4.49812 5.23663 -0.91396
O -3.40551 0.13380 1.27571
H -3.34792 1.94464 0.37550
H -2.83057 -3.34089 -6.23361
H 3.69847 2.36987 6.53268
C -0.37374 5.07369 5.03842
H -6.49547 -2.81741 3.36890
C 4.14161 2.66625 5.58195
C -3.44954 -2.01345 2.26639
H 0.36257 -3.39923 -1.91549
C -2.65684 -0.71642 -6.18418
H 0.43164 -2.06061 -7.48765
H -1.40883 5.90348 6.74670
H -1.97260 1.54447 -1.94978
H 0.94751 -3.31546 1.05595
O 3.89705 -1.37363 -2.32126
H 0.60241 -4.37284 -3.39058
H 1.43187 -0.68551 -7.39174
H -0.15076 3.47049 2.11672
H 2.07205 4.28958 6.50862
O 3.27495 3.55004 4.89571
H -2.20458 -5.17122 -0.48143
H 0.19816 1.73087 -0.33337
C -1.62049 -5.25278 0.43524
H -1.28345 -9.05242 -0.34543
H -4.00754 -0.06257 -3.35466
H 2.44334 -0.17513 2.65630
H 0.70761 0.89821 1.08274
H -3.94399 0.18788 -1.62034
H 5.53661 -0.28550 -1.87315
H -0.09874 2.30553 -3.60685
H 5.61459 -0.56275 0.44707
H -0.33723 4.32699 -0.19778
C 0.25241 -4.10669 1.33688
H -3.59333 -2.94156 -4.68498
C 0.86505 0.93781 0.00490
H 1.23617 -1.12901 -0.27633
C 3.65357 4.11684 -0.52839
H -2.59522 -2.99624 -1.36576
C -0.76965 2.01104 -4.41385
H -2.92848 -0.14788 3.26902
O -2.05919 -1.63953 -5.27614
H 2.10491 -2.23676 -7.77840
H 3.98258 -0.76632 3.25800
H 5.02934 1.88119 3.71547
H 1.83895 1.37116 -0.22274
O -2.38881 -7.52833 0.42320
O -2.52751 -1.15543 -2.38035
H -3.84045 4.14261 4.58767
C -2.49788 1.23787 -2.85431
O -0.72076 4.69532 3.68519
C 1.40225 -1.73825 -7.11069
H -1.94533 0.10109 -6.30051
H -3.94466 -2.61256 -2.44760
H -3.71184 2.71876 5.56283
H -3.15553 2.03561 -3.19958
H -2.41040 3.20670 4.47244
H -0.31755 -3.59007 2.10912
O -4.75392 -1.90303 2.84809
C 0.15032 3.73273 3.13096
H -1.95539 -9.34778 1.30541
H -3.26444 2.00095 2.09930
H -0.83780 -4.00147 -5.28741
H -1.75426 -0.73794 2.19954
H 5.99235 4.04828 -1.62271
H 1.67583 3.37209 -1.16833
C -2.87888 1.46281 1.23337
H -0.25980 6.04591 0.43710
H -0.59056 -4.87841 -2.30077
H -3.70449 -1.83405 -0.82434
H 2.35598 5.41476 5.20817
H -3.53917 -0.22523 -5.77393
C -1.20043 -6.72722 0.68284
O -1.06423 -3.23396 -3.47144
H 0.13748 4.25470 5.54439
C -5.52565 -3.08690 2.95066
H -5.10217 -3.80374 3.65416
C -2.83450 -0.62821 2.29507
H 0.70720 -4.93184 1.88494
C 2.80928 4.59559 5.76637
H 2.78728 -1.61299 -5.45841
C 4.45424 1.51676 4.56667
C -2.11339 -8.87169 0.33768
C 4.60222 -0.56293 -1.38526
H -2.11324 -4.80700 -4.35337
H -2.81372 -1.03468 -7.21481
H 3.94443 0.61763 2.14228
O 3.23988 0.88878 4.17595
Mn -0.89288 -1.19630 -3.59357
H -0.38143 -0.78631 -0.09659
H 1.88187 -2.94768 -5.46932
H 0.30638 5.92471 5.07468
C 3.43752 0.13512 2.97794
C 5.89487 4.83934 -0.87920
H 3.73314 3.98354 0.55050

Cartesian forces (eV/Å) of the 2 atoms listed first:
H 0.40 -0.37 0.35
C 1.02 -0.88 -0.82

[3]
Formula: C34H86BF3N3O21PS
Source: OMol25
Level of theory: ωB97M-V/def2-TZVPD

- frontier orbital gap (eV) = 7.27
- DFT total energy (eV) = -113067.442
- E_HOMO (eV) = -7.3

Atoms and positions in Å:
H -4.66682 7.16130 -0.00897
H 5.19871 -0.86752 4.30277
C -3.40679 -3.72045 1.68472
N -2.55999 -0.11953 0.29361
O -3.28001 -5.53765 4.32085
C -3.84815 3.51928 0.29094
C -2.61873 3.16375 -0.25357
C -6.71213 -5.04992 6.14748
H -0.60310 -3.98686 -2.97256
C -0.20942 -7.18258 -2.64318
H 3.21775 -0.55507 0.62493
H 6.30305 1.43103 -1.22447
C -0.62836 -8.95184 1.12676
H 4.66853 0.81338 4.08536
H 0.77792 -7.30956 -3.09651
H -1.54034 -1.91219 2.17027
H -5.51861 -5.03298 4.60507
C -1.12799 -0.33789 -2.23214
H 5.33433 -1.30283 9.96227
C -2.92198 -4.53380 5.27276
F 0.42089 -0.83822 2.88314
H 3.99420 2.61563 -6.25738
H -0.43353 -6.12214 -2.57480
H -2.10917 -5.07044 -0.58518
C -4.94115 6.65633 -0.93872
H -1.12598 6.44911 -0.66318
H 2.45517 -3.86201 0.66490
H -3.40855 -7.58218 -0.52258
C 2.17081 6.00069 -10.15578
H 1.91254 6.95381 -9.68562
H 2.61642 5.07333 -8.50764
C -0.22582 2.50395 -0.00230
H -3.09203 -3.56707 4.80669
O -5.86049 -4.38328 5.23039
H -6.17183 -5.82422 6.70248
H 7.14653 0.02028 5.19921
H 4.63668 7.03826 -3.07171
H -1.86760 -4.62193 5.54953
H 3.07597 6.65522 -3.84303
H 3.10087 0.06408 6.79853
H 0.74123 4.37327 2.53035
C -0.73534 -2.93448 -2.74743
C -1.51493 -2.13250 1.11230
H -2.47180 3.04830 -1.32047
H -0.87232 -10.78606 0.50811
H -2.45959 3.34361 -5.40279
H 1.49373 5.82593 -10.98879
H -6.84115 6.48465 -0.51206
H 3.66471 2.04216 -0.38828
H 3.33941 3.36179 -7.72452
C 2.35057 -0.12094 6.03382
H 4.88759 3.93340 -7.06400
C 2.01185 -3.02637 1.20079
S 1.84602 4.61608 -0.99195
O -6.13076 5.88727 -0.75951
O 1.44129 -2.12143 0.26153
H -3.13352 -6.39698 4.72613
C -3.90240 3.62264 1.66866
H -3.18946 -0.48520 -0.41115
H 0.42381 -9.06662 1.40152
O -1.69295 6.30977 -1.42864
H 2.84807 -0.38448 5.09838
C -3.30617 -6.56966 -0.90760
O 0.12328 1.13835 -0.08926
C -0.95831 -0.68049 -3.56678
H -4.14313 5.97437 -1.21551
O 2.01933 4.92050 -9.24716
H -1.78425 8.35273 -1.83572
O 3.75710 -2.54763 9.63179
H -0.73108 -2.88522 0.97620
H 1.75491 0.78454 5.88991
H -5.07138 7.39515 -1.73404
H -4.22641 -6.01317 -0.70262
C -0.17043 0.25086 2.28129
H 3.65568 4.68609 -5.23929
C 2.92494 -0.86227 -3.10294
H 3.44200 -0.68007 -4.04241
H -2.85845 3.48343 3.52744
H -3.54552 -4.61391 6.16239
H -1.31946 0.68452 -1.94850
H 3.09246 -2.69801 8.95252
H -7.08133 -4.30840 6.85248
O 6.38066 0.59963 5.16890
H 1.86539 -0.61821 -3.22337
C -2.32109 3.50999 -4.33259
H -2.97015 4.32641 -4.00602
H -4.35668 -3.52879 2.18443
N -0.88919 -2.61400 -1.46572
H -0.63581 -2.40693 -4.80333
H 2.60675 -2.37449 -1.93175
O -1.00068 -9.90942 0.13682
H -4.70442 3.68858 -0.34673
C -1.55583 2.91421 0.60843
H 2.81373 -2.55677 1.78057
H -3.14626 -6.61887 -1.98717
O -2.19722 -5.96965 -0.24736
H -4.83307 3.90169 2.14662
C 4.58532 -1.47802 9.19401
C 5.53345 2.14867 -0.94837
O 2.32418 2.79297 1.23246
H 0.86466 -1.35671 5.79590
O 2.42233 -0.06745 0.87320
H 3.19341 6.05820 -10.53992
H 4.58401 6.52937 -4.76841
H -7.56595 -5.50832 5.64057
H -0.21164 -7.60767 -1.63814
C -2.83396 -2.82246 0.83091
C 3.89282 3.55457 -6.80803
H 5.36872 2.82901 -1.78852
H 1.25629 -3.36991 1.90843
H -0.28487 2.82584 -1.04430
O 0.64068 4.70366 1.62571
H -1.25509 -9.05212 2.01679
P 1.15518 3.64436 0.53541
O 3.16720 4.51559 -6.05633
H -0.78107 -7.96374 0.69771
O -2.58482 2.31679 -3.59029
C 4.13346 6.38657 -3.78894
C -1.49967 7.40896 -2.30965
O 1.52619 -1.19609 6.47511
C -0.76436 -2.03734 -3.79414
H -1.02565 -8.72910 -3.49604
B 1.30584 -0.80056 0.63580
H -2.98661 -4.69707 1.91413
H -1.28611 3.78702 -4.14770
O 3.07546 -2.23950 -2.76299
O -1.21960 -7.78951 -3.44326
C -2.78571 3.37961 2.45198
H -0.97756 0.04076 -4.36976
H 5.88265 2.72518 -0.08589
C -1.06827 -1.31038 -1.23615
C -1.28664 -0.89422 0.24836
F -1.37026 0.36250 2.84080
H 2.86794 3.36938 1.78777
N -1.61391 3.03479 1.93152
H -0.45860 7.47223 -2.63636
C 5.53425 0.15628 4.11478
H 3.35852 -0.22683 -2.32601
H -2.13266 7.24735 -3.17976
H 3.87599 4.92191 -2.55903
H -2.37585 0.82571 -0.01807
H -3.35817 -2.58356 -0.09530
O 4.29235 5.00944 -3.42400
H 5.08430 -1.73781 8.25625
H 6.04572 0.20398 3.14981
C -0.12217 0.01274 0.75301
H 3.99393 -0.56857 9.05807
F 0.58636 1.29292 2.64235
H -3.50101 2.07056 -3.74830
O 4.35593 1.41780 -0.63667

Cartesian forces (eV/Å) of the 2 atoms listed first:
H 0.12 0.04 -0.05
H -0.10 0.01 -0.14